Run one
A 4-piece molecular cluster, C3H13O3S overall, computed with wB97M-V/def2-TZVPD.

Summary:
Orbital gap = 7.04 eV
Total charge = -1
HOMO level = -3.445 eV

Geometry (Å):
1 O 2.55420 -1.25859 2.11567
2 O -0.73534 -2.51887 -1.34140
3 C -2.49502 0.91424 0.28696
4 H -2.11014 0.13236 0.93712
5 O 4.27158 0.92584 1.46549
6 C -0.51846 0.97350 -1.28104
7 H -2.03538 1.85447 0.61631
8 S 0.65143 -0.03956 -0.19265
9 H -2.56895 1.13364 -1.89295
10 H 1.98585 -1.70441 2.75474
11 H -0.47597 2.00849 -0.93874
12 H 3.40730 0.91941 1.02671
13 H -2.05444 -0.52176 -1.35445
14 H 4.09220 0.24357 2.12725
15 H -0.30544 -1.65025 -1.08486
16 H -0.03554 0.84974 -2.24990
17 H 1.92068 -0.80155 1.52170
18 H -0.00341 -3.11777 -1.44360
19 C -1.99935 0.54718 -1.15857
20 H -3.54581 1.11032 0.08624

***

Run two
A 4-piece molecular cluster, C3H13O3S overall, computed with wB97M-V/def2-TZVPD.

Summary:
Orbital gap = 7.45 eV
Total charge = -1
HOMO level = -3.698 eV

Geometry (Å):
1 H 2.48912 0.09435 -1.60147
2 O -3.91340 1.33593 -2.61491
3 C 1.89084 1.31644 0.12513
4 C 1.11283 -1.16303 -0.43101
5 H -3.34358 1.37007 -1.81067
6 H 2.55644 -1.99593 2.37985
7 S -0.20159 -0.85899 0.77874
8 H 2.28889 2.29041 -0.19412
9 O 1.94839 -1.47875 3.01879
10 H -1.36883 1.73659 0.07446
11 C 1.56112 0.23994 -0.94496
12 H 1.03681 1.48478 0.74869
13 H 0.78927 0.63732 -1.68906
14 H 0.68508 -1.71408 -1.30993
15 O -1.87079 1.17975 -0.51013
16 H -1.26021 0.38409 -0.21137
17 H 2.75192 0.73122 0.65177
18 H 1.20147 -1.26765 2.36086
19 H 1.93077 -1.88016 -0.20681
20 H -3.23396 1.21722 -3.29696

***

Q: Which of them is the most stable? A: run one.

***

Run one
An isolated ion of composition C3H5N2OS and charge +1, computed with wB97M-V/def2-TZVPD.

Summary:
Orbital gap = 9.53 eV
Total charge = +1
HOMO level = -15.869 eV

Geometry (Å):
1 H -1.77009 0.93159 0.14509
2 H -1.24280 -0.55254 0.09784
3 C 2.26420 0.19751 -0.04279
4 N 0.79528 1.87189 -0.14685
5 S 3.83488 -0.44921 0.11911
6 C 0.14447 0.69541 -0.52761
7 H -0.60227 0.43990 1.45368
8 O 1.20462 -0.39686 -0.47242
9 N 1.94191 1.65676 0.23842
10 H -0.14242 0.64213 -1.62932
11 H 3.41067 -1.61773 -0.43604
12 C -0.89372 0.34118 0.39960

***

Run two
A 2-piece molecular cluster, C3H5N2OS overall, computed with wB97M-V/def2-TZVPD.

Summary:
Orbital gap (spin up / spin down) = 8.08 / 8.76 eV
Total charge = +1
HOMO level (spin up / spin down) = -12.864 / -14.311 eV

Geometry (Å):
1 H 1.30279 -1.88538 -0.81373
2 H -0.62034 2.30277 -0.05070
3 C 0.46440 -1.22922 -0.47777
4 H -0.32823 1.37905 -2.09148
5 N -0.40867 0.72121 -1.34277
6 O 0.00717 -0.59009 -1.60867
7 H -0.82225 0.71219 1.85399
8 C -0.56325 1.21343 -0.09962
9 C 0.07634 -0.78923 0.84052
10 S -0.75005 -2.24561 0.52359
11 N -0.36513 0.51250 1.06927
12 H 2.00723 -0.10163 2.19738

***

Q: Which of them is the most stable? A: run one.

***

Run one
C37H41BrN4O2V as an isolated structure, computed with wB97M-V/def2-TZVPD.

Summary:
Orbital gap (spin up / spin down) = 7.12 / 7.33 eV
Total charge = +1
HOMO level (spin up / spin down) = -10.187 / -10.406 eV
Spin multiplicity = 3

Geometry (Å):
1 C -2.45177 -1.85138 -1.03603
2 C 3.90344 0.60363 -3.09267
3 C -0.33462 3.36782 -0.30847
4 H -1.51709 1.66629 5.14232
5 H -5.66914 -2.47631 -2.06349
6 H -2.11538 0.48006 6.30913
7 C 0.62435 1.95231 -3.56360
8 C -1.36567 4.52372 1.53048
9 C 1.41498 1.71275 -6.23977
10 C -3.42058 -4.02779 -1.74099
11 C -0.57026 -0.39469 2.68208
12 H -0.95884 3.61113 -2.36891
13 H 4.12993 -2.93839 1.27436
14 C 4.42888 0.53911 -4.39686
15 H 4.47445 0.25442 -2.24298
16 C 1.91086 1.44506 -3.87964
17 C 2.61279 -2.96046 -1.05808
18 H 2.58798 -3.93121 -0.55985
19 H -2.33862 4.16541 -0.33002
20 H 4.96514 -1.98673 0.03547
21 C -1.91857 -1.38711 0.15728
22 C -4.74167 -1.90673 -1.99495
23 O 2.83682 -0.60360 -0.74351
24 C 1.82909 0.76886 2.24226
25 H 0.79298 1.34047 6.18581
26 H 2.05949 0.88774 4.35222
27 C -0.34355 3.00566 -1.69997
28 C 0.15780 2.14023 -5.91768
29 N -0.08861 -0.35089 -0.95384
30 H -5.27711 -3.46517 0.15283
31 C 2.32568 1.35247 -5.21928
32 C -4.36067 -2.88587 0.26430
33 C -1.73823 -1.54548 -2.19703
34 H -1.53891 -0.85265 2.81921
35 H -4.36401 -1.76296 -3.00784
36 H 5.43939 0.18437 -4.54006
37 C -0.24575 2.26771 -4.57179
38 H -2.41524 -1.60105 1.09047
39 C -1.43392 4.04002 0.25232
40 C 0.92770 3.81084 1.69846
41 H -3.69695 -3.44777 0.92469
42 C -0.73961 -0.65548 0.17283
43 H -4.62565 -1.94345 0.74811
44 C -3.73694 -2.66246 -1.11271
45 H -2.07269 -1.88195 -3.16816
46 H 4.23821 -1.17791 1.43109
47 H 3.42523 -2.96635 -1.78717
48 H -2.69708 -4.57878 -1.13763
49 H -0.10828 4.84833 3.24523
50 C 1.41379 0.57069 3.54740
51 C -0.58497 -0.80088 -2.11292
52 H -1.08381 -1.84518 6.41566
53 V 1.68821 0.82025 -0.85472
54 C 3.64247 0.89317 -5.45305
55 O 1.92592 2.61181 -0.07724
56 H 2.76897 1.25728 2.01692
57 H 1.67168 -2.82437 -1.59451
58 C 0.17336 -0.00294 3.79526
59 Br -2.86851 5.36012 2.31472
60 H 1.51929 -0.27721 6.24707
61 C 0.87597 3.22469 0.41617
62 N 1.10163 0.40018 1.19449
63 H -4.33336 -4.62133 -1.80403
64 H -4.97420 -0.92720 -1.57349
65 H -0.02328 -0.54875 -3.00409
66 H 0.13004 0.11088 7.25558
67 C -0.16941 4.42500 2.25130
68 C 4.11624 -1.99820 0.72201
69 H 1.72577 1.63694 -7.27375
70 H 0.22785 -2.28793 5.31714
71 H -0.54154 2.39977 -6.70066
72 C -0.68230 -1.69336 5.41301
73 H -2.44531 0.26816 4.59069
74 C 2.81994 -1.83729 -0.05270
75 H -3.01841 -3.92844 -2.74966
76 C -0.39197 -0.20130 5.19441
77 C 0.57759 0.27413 6.27520
78 C -1.69600 0.60262 5.30971
79 C -0.07469 -0.19789 1.40868
80 N 0.41587 2.08921 -2.17067
81 H -1.41637 -2.07571 4.70246
82 H 1.98694 -1.85892 0.66370
83 H 1.86238 3.76228 2.24256
84 H 4.00971 0.82564 -6.46975
85 H -1.24424 2.62010 -4.34558
86 N 2.69500 1.04821 -2.83530

***

Run two
C37H41BrN4O2V as an isolated structure, computed with wB97M-V/def2-TZVPD.

Summary:
Orbital gap (spin up / spin down) = 5.56 / 6.93 eV
Total charge = +1
HOMO level (spin up / spin down) = -8.779 / -10.256 eV
Spin multiplicity = 3

Geometry (Å):
1 Br -5.08397 3.38303 3.76943
2 H -2.40416 -4.72517 5.94138
3 H -4.92654 1.38425 1.59160
4 C -0.39131 -5.42738 4.19088
5 H 0.64585 -5.46956 3.86389
6 H -1.86278 -3.87395 2.30324
7 C -0.45897 -3.00131 3.71322
8 H 3.56157 -3.63756 -1.19736
9 C 0.03726 -1.88315 -4.56230
10 H 2.26717 -0.03514 4.81952
11 C 0.96769 -0.30043 -3.02548
12 C 3.35128 2.21057 6.13265
13 H 3.92146 -0.43825 -1.42618
14 C -1.08428 -1.19042 -2.54035
15 H 1.20570 -3.88847 5.79065
16 H 5.67094 2.97633 3.70017
17 H 1.00446 -1.83168 4.74399
18 C 5.12544 0.72804 5.13889
19 H 1.79530 -3.54977 -1.18336
20 H 4.39374 4.01384 4.36961
21 H 4.01267 2.52341 6.93562
22 C -0.90798 -2.17824 1.49169
23 H 5.69496 0.49067 4.24272
24 N -0.05786 -1.15796 1.62654
25 C 1.57466 0.04263 2.79817
26 C -3.28597 -2.80912 -3.15958
27 C -1.55070 1.70002 1.17688
28 H -1.02892 -5.65709 3.34155
29 H 2.47774 2.19057 0.48491
30 O 1.64694 -1.07196 -0.30510
31 H 2.79717 1.34293 6.47802
32 N -0.05460 -0.38246 -2.20455
33 H 3.91934 3.00928 2.29735
34 C 1.05373 -1.02565 -4.22350
35 H -2.43299 -2.99730 5.58095
36 C 3.25554 1.52185 3.73411
37 C -0.71161 -4.04413 4.77908
38 C -2.37851 3.21263 2.87856
39 C 2.47395 1.70539 1.46020
40 C -2.19991 -2.80725 -3.99648
41 C 0.14594 -3.83108 6.02791
42 H 2.72495 -2.55466 -2.31756
43 C -3.92029 1.74320 1.74564
44 C -3.12063 0.25386 -0.06058
45 H 4.90989 -1.58025 -0.50083
46 C 2.77183 -1.85185 -0.26940
47 H 2.64791 3.01745 5.94104
48 H -0.54514 -6.19599 4.94416
49 H -0.07407 -4.60793 6.75546
50 C 4.17748 1.91004 4.87482
51 C -2.19324 -3.97957 5.17880
52 C -1.08731 -1.98515 -3.71936
53 N 1.66557 0.65840 1.59060
54 H 4.58147 -0.16055 5.44800
55 H 1.76282 0.38167 -2.74313
56 N -2.14468 -0.36889 -0.61181
57 H 5.65638 3.37482 5.40811
58 H 2.83265 -2.31295 0.74089
59 H 0.07547 -2.46963 -5.46842
60 H -0.34032 3.11297 2.24177
61 C -3.31527 -2.00238 -2.01984
62 C 2.71057 -2.97387 -1.31407
63 C 3.28020 2.16344 2.47860
64 H -4.15159 0.15040 -0.42084
65 H 1.91630 -0.90801 -4.85949
66 H -4.14516 -3.42247 -3.38687
67 C -2.87876 1.21160 0.98080
68 V 0.48060 -0.04252 0.16016
69 O -0.56509 1.17350 0.52930
70 H -2.19999 3.97862 3.61678
71 C 0.43099 -1.95655 3.84297
72 H -1.41731 -2.25376 0.53657
73 H -2.18759 -3.42439 -4.88285
74 H 5.82839 0.98529 5.92735
75 C 4.01213 -0.97039 -0.48067
76 C -1.34390 2.72813 2.11389
77 C 5.02199 3.14571 4.55596
78 H -2.84246 -4.17083 4.32854
79 C 0.63247 -1.04015 2.79888
80 C -2.23747 -1.19566 -1.70051
81 H -4.18159 -2.01670 -1.37593
82 C -3.66576 2.70942 2.69498
83 H -0.06934 -2.87174 6.49209
84 C 2.36816 0.47060 3.87279
85 H 4.09584 -0.24530 0.32708
86 C -1.14674 -3.08958 2.48166

***

Q: Which of them is the most stable? A: run one.

***

Run one
A 2-piece molecular cluster, C4H3NOS overall, computed with wB97M-V/def2-TZVPD.

Summary:
Orbital gap = 10.65 eV
Total charge = 0
HOMO level = -10.169 eV

Geometry (Å):
1 C -0.61124 -1.41129 -2.09484
2 C 0.12718 -1.14377 0.26726
3 C 1.11071 -0.42757 0.82852
4 C -1.01770 2.17391 -0.22357
5 H 1.81767 0.31326 0.43207
6 N -0.12573 -1.18379 -1.05587
7 S -2.26882 1.79793 -1.03106
8 O 0.04668 2.35647 0.17064
9 H 1.31132 -0.56300 1.84085
10 H -0.39007 -1.91215 0.86599

***

Run two
A single C4H3NOS molecule, computed with wB97M-V/def2-TZVPD.

Summary:
Orbital gap = 8.96 eV
Total charge = 0
SMILES = C#C/C=N/SC=O
HOMO level = -9.677 eV

Geometry (Å):
1 S 1.25589 -1.04199 -0.04538
2 N -0.33976 -0.50094 0.43050
3 C -1.08123 0.44637 -0.14459
4 C -2.53618 0.16814 -0.11936
5 C 2.14674 0.37502 -0.21109
6 O 1.96187 1.55252 0.20925
7 C -3.70022 0.05643 0.02838
8 H -4.83272 0.15013 -0.10733
9 H 3.22896 -0.24343 -0.54614
10 H -0.78175 1.57575 -0.62804

***

Q: Which of them is the most stable? A: run one.